DFT (the ωB97M-V functional and the def2-TZVPD basis) results for a structure of composition C35H35Br2N6O4S3Ti.

XYZ file:
```
86
Properties=species:S:1:pos:R:3:mulliken_charge:R:1
Ti 0.51 1.26 -0.23 -0.7984
C -0.37 0.04 -3.49 -1.6664
C 0.76 -0.08 -2.53 0.9461
N 0.53 -0.61 -1.35 -0.4511
N 1.60 -1.17 -0.74 -0.0613
C 1.73 -1.18 0.55 0.6351
S 0.75 -0.22 1.62 -0.4361
S 2.99 -2.15 1.24 -0.1039
C 3.95 -2.69 -0.23 -0.9019
C 3.26 -3.74 -1.06 0.4794
C 2.87 -3.47 -2.36 0.1839
C 2.25 -4.45 -3.13 -0.6509
C 2.02 -5.71 -2.59 -0.4850
C 2.41 -5.99 -1.29 -0.6604
C 3.02 -5.01 -0.53 -0.4374
C 2.14 0.30 -2.89 0.3719
C 2.76 -0.01 -4.10 -0.3443
C 4.08 0.34 -4.30 -0.9016
C 4.79 1.00 -3.30 -0.6594
C 4.17 1.35 -2.11 -0.8611
C 2.84 1.02 -1.89 1.0400
O 2.18 1.40 -0.79 0.1780
H -1.27 -0.37 -3.04 0.1615
H -0.13 -0.56 -4.37 0.6557
H -0.54 1.06 -3.83 0.2343
H 4.86 -3.08 0.22 0.4983
H 4.17 -1.80 -0.80 0.1983
H 3.05 -2.50 -2.78 0.3440
H 1.95 -4.23 -4.14 0.4086
H 1.55 -6.48 -3.20 0.4012
H 2.23 -6.97 -0.87 0.3942
H 3.32 -5.22 0.49 0.3739
H 2.21 -0.55 -4.86 0.4174
H 4.57 0.09 -5.23 0.4610
H 5.83 1.25 -3.45 0.4713
H 4.71 1.88 -1.34 0.5161
Br -4.53 2.27 2.03 -0.1080
C -2.98 3.01 2.85 0.1831
C -3.15 3.73 4.02 -0.7171
C -2.03 4.31 4.58 -0.4307
C -0.80 4.14 3.95 -0.8542
C -0.75 3.39 2.78 0.6297
N -1.84 2.83 2.23 0.2800
C 0.56 3.26 2.04 0.0759
O 1.55 3.81 2.44 -0.5868
O 0.52 2.59 0.90 -0.6076
H -4.13 3.85 4.45 0.4540
H -2.11 4.89 5.49 0.4681
H 0.11 4.58 4.33 0.5073
Br 1.67 7.45 -3.12 -0.1087
C 1.09 5.74 -2.57 -0.0158
C 0.29 5.60 -1.45 -0.9946
C -0.14 4.33 -1.11 -0.1264
N 0.21 3.22 -1.77 0.5436
C 0.99 3.39 -2.85 -0.1494
C 1.44 4.61 -3.29 -1.0610
H -0.01 6.46 -0.87 0.4908
H -0.80 4.20 -0.26 0.4592
H 1.25 2.50 -3.41 0.5935
H 2.05 4.69 -4.18 0.5107
C -3.51 -5.53 3.58 -1.4236
C -3.17 -4.08 3.53 0.7711
C -3.09 -3.26 4.62 -0.8692
C -2.74 -1.90 4.41 0.9608
N -2.47 -1.42 3.22 -0.1604
C -2.55 -2.22 2.14 -0.0604
S -2.25 -1.73 0.57 -0.4794
N -2.92 -3.53 2.32 0.0415
C -2.67 -0.96 5.57 -1.2150
H -3.81 -5.82 4.58 0.3596
H -2.63 -6.11 3.29 0.3352
H -4.31 -5.77 2.88 0.3790
H -3.29 -3.63 5.61 0.3841
H -2.99 -4.10 1.48 0.2929
H -3.18 -1.37 6.44 0.3970
H -3.11 -0.01 5.29 0.2768
H -1.62 -0.79 5.82 0.2657
C -3.61 0.89 -1.51 -1.5055
C -2.49 1.76 -1.00 0.1704
O -1.40 0.99 -0.44 2.2529
H -4.39 1.52 -1.93 0.4390
H -4.05 0.30 -0.70 0.3535
H -3.27 0.21 -2.29 0.2046
H -2.86 2.44 -0.23 0.0612
H -2.07 2.35 -1.81 0.2718
H -1.78 0.20 0.09 -0.8902
```

- calculated total energy (eV) = -249697.7019
- strongest force on any atom (eV Å⁻¹) = 1.95
- charge = +1
- energy relative to the best compared isomer or geometry (same formula, charge and spin) (kcal per mole) = 56.0



DFT (the ωB97M-V functional and the def2-TZVPD basis) results for a structure of composition C35H35BrIrN5O4Si.

XYZ file:
```
82
Properties=species:S:1:pos:R:3:mulliken_spin:R:1
Ir -0.23 0.35 -0.08 0.0027
O 0.47 -2.34 -3.54 -0.0001
C 1.66 -2.85 -3.12 0.0007
C 2.35 -3.71 -3.98 0.0004
C 3.57 -4.22 -3.59 0.0000
C 4.13 -3.89 -2.36 -0.0002
C 3.44 -3.05 -1.52 -0.0003
C 2.20 -2.53 -1.87 -0.0001
C 1.43 -1.67 -0.91 -0.0001
O 0.85 -0.57 -1.51 0.0001
N 0.27 -2.45 -0.35 0.0003
N -0.50 -1.59 0.41 0.0002
C -1.08 -2.00 1.48 0.0019
C -1.85 -1.14 2.34 -0.0037
Br -2.45 0.50 1.55 0.0012
C -2.21 -1.41 3.60 0.0018
C -1.75 -2.57 4.38 0.0008
C -2.65 -3.19 5.25 0.0000
C -2.26 -4.30 5.99 -0.0001
C -0.96 -4.77 5.90 0.0000
C -0.04 -4.13 5.07 0.0000
C -0.43 -3.03 4.32 0.0001
H 0.24 -1.63 -2.92 0.0000
H 1.91 -3.94 -4.94 -0.0001
H 4.10 -4.88 -4.27 0.0000
H 5.09 -4.29 -2.07 -0.0001
H 3.86 -2.78 -0.55 0.0000
H 2.09 -1.38 -0.07 -0.0009
H 0.52 -3.30 0.14 -0.0001
H -0.98 -3.03 1.78 -0.0001
H -2.90 -0.73 4.10 0.0000
H -3.67 -2.82 5.33 -0.0001
H -2.97 -4.78 6.64 0.0000
H -0.65 -5.62 6.48 0.0000
H 0.98 -4.47 5.03 0.0000
H 0.29 -2.50 3.72 -0.0003
C 5.85 5.39 -2.70 0.0024
O 5.07 6.50 -2.28 0.0358
C 4.46 6.44 -1.09 0.1115
C 3.76 7.60 -0.71 -0.0507
C 3.09 7.64 0.48 0.0778
C 3.07 6.50 1.32 0.0338
C 3.80 5.36 0.95 0.0956
C 4.49 5.33 -0.24 -0.0405
N 2.36 6.61 2.49 0.2999
N 2.07 5.62 3.21 0.0537
C 1.58 4.44 2.87 0.1828
C 1.68 3.42 3.86 -0.0338
C 1.45 2.12 3.56 0.0745
C 1.04 1.72 2.25 0.0349
O 0.94 0.52 1.94 0.0836
C 0.72 2.78 1.27 0.0222
N 0.15 2.41 0.09 0.0045
C -0.18 3.36 -0.78 -0.0029
C -0.03 4.71 -0.51 -0.0015
C 0.52 5.10 0.68 0.0004
C 0.96 4.13 1.58 0.0114
H 6.27 5.67 -3.67 -0.0002
H 5.23 4.50 -2.82 0.0005
H 6.66 5.19 -2.00 -0.0004
H 3.77 8.45 -1.38 -0.0018
H 2.57 8.53 0.80 -0.0039
H 3.86 4.51 1.62 0.0054
H 5.07 4.46 -0.50 -0.0018
H 2.02 3.72 4.84 -0.0082
H 1.59 1.33 4.29 -0.0004
H -0.60 3.02 -1.72 -0.0035
H -0.37 5.43 -1.24 0.0003
H 0.62 6.15 0.92 0.0150
C -2.56 -1.09 -2.33 0.0002
Si -1.69 0.52 -1.90 -0.0003
C -3.09 1.74 -1.45 -0.0001
C -0.73 1.13 -3.41 0.0005
H -3.47 -0.85 -2.90 -0.0001
H -2.88 -1.63 -1.44 0.0000
H -1.98 -1.77 -2.95 0.0000
H -3.41 2.30 -2.34 0.0001
H -2.85 2.46 -0.67 -0.0003
H -3.95 1.17 -1.11 0.0000
H -1.38 1.68 -4.10 0.0000
H -0.33 0.27 -3.94 0.0000
H 0.12 1.76 -3.16 -0.0004
```

- calculated total energy (eV) = -133254.8636
- strongest force on any atom (eV Å⁻¹) = 2.11
- charge = +1
- 2S+1 = 2
- energy relative to the best compared isomer or geometry (same formula, charge and spin) (kcal per mole) = 0.0



DFT (the ωB97M-V functional and the def2-TZVPD basis) results for a structure of composition C35H35ClN2NaO4PSe.

XYZ file:
```
80
Properties=species:S:1:pos:R:3:mulliken_charge:R:1
Na 0.47 -0.59 0.64 0.8510
C 4.18 2.24 -0.52 0.5389
C 2.78 2.69 -0.31 -0.1766
N 1.79 1.95 0.14 -0.1091
C 0.68 2.75 0.16 0.5062
C 1.01 4.01 -0.28 0.1065
N 2.35 3.95 -0.57 -0.0741
C 0.26 5.26 -0.49 0.4725
O -1.00 5.24 -0.18 -0.6352
O 0.84 6.25 -0.93 -0.7273
C -0.65 2.21 0.56 0.1394
O -1.63 3.02 0.52 -0.8714
O -0.68 1.00 0.84 -0.6021
H 4.20 1.15 -0.56 -1.4163
H 4.83 2.58 0.29 0.2661
H 4.57 2.63 -1.46 0.3833
H 2.86 4.74 -0.93 0.2240
H -1.27 4.25 0.17 0.4541
C 8.99 1.25 0.18 -1.5620
C 7.62 0.70 -0.14 0.7702
C 6.69 0.44 0.86 -0.7614
C 5.44 -0.10 0.58 1.1438
C 4.48 -0.35 1.70 -1.4116
C 5.08 -0.40 -0.75 0.1264
Se 3.40 -1.16 -1.18 -0.1565
C 6.02 -0.11 -1.78 1.0222
C 5.68 -0.37 -3.22 -1.6391
C 7.26 0.42 -1.45 -1.0966
H 9.07 1.51 1.24 0.3405
H 9.20 2.15 -0.41 0.3213
H 9.78 0.53 -0.05 0.3168
H 6.95 0.66 1.89 0.1910
H 4.92 -0.07 2.66 0.2454
H 4.20 -1.40 1.73 0.3531
H 3.56 0.22 1.55 0.0220
H 4.86 0.29 -3.52 0.2641
H 5.31 -1.39 -3.34 0.3087
H 6.54 -0.20 -3.86 0.3812
H 7.97 0.63 -2.25 0.2825
Cl 1.53 -1.65 2.75 -0.1446
C 0.04 -2.38 3.30 0.6537
C -0.34 -2.17 4.60 -0.5325
C -1.54 -2.68 5.09 -0.5859
C -2.36 -3.37 4.19 -0.6246
C -1.98 -3.59 2.89 -0.6598
C -0.73 -3.13 2.35 0.8864
C -0.35 -3.36 1.04 -2.1047
H 0.32 -1.59 5.25 0.3778
H -1.84 -2.50 6.11 0.3209
H -3.33 -3.73 4.53 0.3354
H -2.65 -4.13 2.22 0.2845
H -0.93 -4.05 0.44 0.3548
H 0.65 -3.14 0.68 0.6420
C -3.50 -2.58 -0.22 -1.6968
P -2.28 -1.17 -0.16 1.5862
C -3.61 0.10 0.02 0.3040
C -3.98 0.39 1.33 -0.6576
C -5.00 1.28 1.60 -0.5318
C -5.66 1.92 0.56 -0.4748
C -5.30 1.64 -0.75 -0.5862
C -4.29 0.73 -1.02 -0.4018
C -1.88 -1.04 -1.94 0.2765
C -1.91 -2.14 -2.80 -0.5267
C -1.51 -2.02 -4.12 -0.6117
C -1.07 -0.81 -4.62 -0.5013
C -1.01 0.29 -3.77 -0.8578
C -1.41 0.18 -2.45 -0.3618
H -2.97 -3.53 -0.25 0.4486
H -4.18 -2.49 -1.07 0.5067
H -4.08 -2.54 0.70 0.4009
H -3.44 -0.08 2.14 0.4179
H -5.26 1.51 2.63 0.3772
H -6.43 2.65 0.77 0.3352
H -5.81 2.14 -1.57 0.3819
H -4.02 0.51 -2.05 0.3293
H -2.22 -3.10 -2.42 0.3012
H -1.53 -2.90 -4.76 0.3783
H -0.76 -0.72 -5.65 0.3491
H -0.64 1.24 -4.14 0.4372
H -1.36 1.04 -1.79 0.3826
```

- calculated total energy (eV) = -139611.6366
- strongest force on any atom (eV Å⁻¹) = 2.18
- charge = -2
- energy relative to the best compared isomer or geometry (same formula, charge and spin) (kcal per mole) = 25.8